Record 1
C20H31N3O4S | the ωB97M-V functional and the def2-TZVPD basis

The geometry in XYZ format:
```
59
Properties=species:S:1:pos:R:3:forces:R:3:mulliken_charge:R:1
C -2.578434 -1.381004 -0.328420 -2.93 -0.41 -5.19 -0.07
C -2.079476 -2.751839 -0.387269 4.62 -1.75 -1.72 -0.07
C -1.948877 -3.551065 0.920877 11.03 5.42 -5.08 -1.82
C -0.924070 -2.727055 1.831529 -0.41 3.40 -2.95 -0.32
H -1.344774 -1.544512 2.079262 1.17 -3.65 -0.61 -0.30
H -0.782166 -3.273978 2.668842 0.45 -1.26 3.14 0.93
C 0.739210 -2.591751 1.180706 -8.00 -2.84 -2.18 0.35
C 1.343562 -2.068479 2.263279 5.90 0.93 3.76 0.04
O 2.001228 -2.796270 2.977901 0.24 -1.34 1.66 -0.73
N 1.538171 -0.728549 2.469213 -8.01 -2.48 -6.67 -0.03
C 0.820947 0.041863 1.489467 2.31 2.97 -0.26 1.11
C 1.355299 0.512236 0.255739 0.89 -0.84 2.80 0.00
C 0.844723 1.595664 -0.420356 6.45 -5.26 -3.65 -0.51
C -0.359931 1.875911 -0.165975 -10.24 6.61 0.89 -0.27
C -1.040316 1.761618 1.038684 13.78 -8.57 -2.60 -2.47
C -0.206761 0.786272 1.923338 -7.84 3.19 2.81 -0.31
N -0.857553 0.637873 3.233935 1.09 1.08 -4.59 0.05
C -0.235838 0.033500 4.337224 -4.19 -3.56 1.51 -0.34
H -0.288879 -1.142601 4.341672 0.81 2.01 -0.39 -0.07
H 0.704929 0.424788 4.493439 1.92 0.57 0.93 0.66
C -1.408686 0.375078 5.425055 4.11 -10.61 1.97 -0.81
H -1.057661 1.184657 5.743685 1.42 7.23 3.13 0.48
H -1.278373 -0.530328 6.242418 -0.24 2.60 -1.42 0.28
C -2.535647 0.164262 4.666790 -7.52 5.71 0.44 -0.69
H -3.762316 0.757621 5.215872 3.48 -1.36 -1.11 0.27
H -3.004014 -0.790808 4.625616 0.53 -0.82 -1.13 0.26
C -2.249579 1.120709 3.484892 -1.27 -13.65 -3.73 -0.76
H -3.105359 0.540016 2.595709 2.62 2.41 1.93 0.13
H -2.257356 2.052696 3.478955 -1.03 8.29 0.67 0.81
H -1.801270 2.142826 1.336914 -9.13 4.50 3.10 1.17
H -0.904540 2.581491 -0.882853 0.75 -0.97 0.60 0.18
S 1.511872 1.844637 -2.091173 5.40 -14.26 3.28 1.44
O 1.652279 3.120658 -2.248314 0.18 15.00 -2.52 -0.65
O 2.865142 1.124791 -2.186832 -4.34 0.85 0.43 -0.76
N 0.456027 1.218811 -3.125100 -2.39 -3.36 0.95 0.40
C 0.519799 1.440403 -4.489695 10.62 11.51 3.91 -0.38
H 0.471355 2.798662 -4.411519 0.08 -3.67 -1.25 0.24
C -0.374162 1.006778 -5.305633 -12.37 -0.98 -7.33 -0.92
H -0.475052 1.389260 -6.383177 1.07 -0.17 1.70 0.39
O -0.650662 -0.379603 -5.423759 0.81 0.96 4.37 -0.41
C -0.671216 -0.759379 -3.858784 -7.87 -3.50 -5.07 -0.07
H -0.682381 -1.959234 -4.177794 0.05 3.07 2.16 0.20
C 0.400970 -0.243785 -3.162239 0.76 0.93 6.32 -0.13
H 0.272215 -0.477854 -2.052770 0.27 -0.75 -1.30 -0.35
H 1.201484 -0.725841 -3.567211 3.32 -0.63 -0.64 0.39
H -1.774648 -0.320172 -3.357843 2.98 -1.48 -1.84 0.10
H -1.450099 1.648829 -4.801583 2.14 -2.09 -1.33 0.20
H 1.603286 1.328699 -4.733110 -0.48 -0.46 -0.69 0.47
H 2.271176 0.030572 0.099492 1.41 -0.28 -1.26 0.68
H 2.263842 -0.490131 2.934409 5.95 2.25 3.70 -0.02
H 0.476886 -2.003317 0.367680 0.34 1.05 -1.65 -0.40
H 0.805141 -3.646879 0.946531 1.11 0.12 0.12 0.60
H -1.626380 -4.502846 0.751371 1.10 -2.58 -0.52 0.52
H -2.716380 -3.550162 1.373927 -10.61 -0.07 6.04 0.79
H -2.618497 -3.353303 -1.014036 -1.99 -1.31 -1.80 0.55
H -0.974945 -2.855331 -1.053067 -2.72 0.59 2.11 0.00
H -2.927085 -0.824618 -1.359609 1.27 -1.78 1.95 0.13
H -3.491844 -1.376734 0.146015 -2.12 0.10 1.65 0.48
H -1.966733 -0.749536 0.093774 3.27 3.44 2.45 -0.66
```
Positions in Å, forces in eV/Å.

Values from the calculation:
- energy (eV) = -44717.936
- energy relative to the best compared isomer or geometry (same formula, charge and spin) (eV) = 23.407
- total charge = 0
- M (g mol⁻¹) = 409.55
- LUMO (eV) = 0.1
- HOMO energy (Eh) = -0.3099



Record 2
C20H31N5O | the ωB97M-V functional and the def2-TZVPD basis

The geometry in XYZ format:
```
57
Properties=species:S:1:pos:R:3:forces:R:3:mulliken_charge:R:1
C -7.880702 -1.850415 -0.700088 0.23 -0.04 0.10 -1.32
C -6.617016 -1.370207 0.001918 -0.22 0.16 -0.06 -0.25
C -6.747531 0.079462 0.462631 0.31 -0.17 0.07 -0.74
C -5.488880 0.570945 1.173801 -0.37 0.04 -0.32 -0.83
C -4.331839 0.786984 0.203034 -0.09 -0.05 0.60 0.62
O -4.471645 0.829888 -0.998432 -0.07 0.02 -0.33 -0.65
N -3.146011 0.948871 0.854577 0.08 -0.03 0.39 -0.12
C -1.868521 1.226651 0.342328 0.26 0.08 -0.13 0.98
C -0.847807 1.426811 1.260763 0.01 0.01 -0.21 -0.90
C 0.420439 1.709475 0.774939 -0.03 -0.02 -0.81 0.51
N 1.592505 1.949246 1.441486 0.28 0.04 0.51 -0.83
C 2.490459 2.161882 0.518312 -0.07 0.14 0.06 0.49
N 1.985949 2.094520 -0.749157 -0.06 0.20 0.24 0.31
C 0.653084 1.788044 -0.617932 -0.48 -0.12 0.50 0.85
C -0.368364 1.579815 -1.529772 0.22 0.04 0.00 -1.71
C -1.625722 1.299456 -1.036805 -0.18 -0.03 -0.15 -0.40
H -2.445180 1.134710 -1.714995 -0.01 0.00 -0.02 0.57
H -0.201300 1.629339 -2.595354 -0.02 -0.01 -0.11 0.30
C 2.695082 2.243531 -1.985384 0.19 -0.10 -0.19 -1.07
H 3.181167 1.305814 -2.265540 0.01 0.01 -0.03 0.21
H 3.451348 3.023019 -1.891964 -0.03 0.00 -0.05 0.33
H 1.992366 2.528071 -2.768070 0.07 0.04 0.03 0.42
C 3.919683 2.436484 0.833025 0.17 -0.12 -0.06 -1.29
H 3.993995 2.478358 1.919284 -0.07 0.07 -0.07 0.39
H 4.211384 3.413062 0.437861 0.04 0.02 0.08 0.45
C 4.860779 1.354908 0.264549 -0.01 0.01 -0.03 -1.02
N 4.165579 0.095509 0.085332 0.22 -0.02 -0.03 0.56
C 3.823761 -0.548070 1.342044 -0.28 -0.11 0.12 -0.92
C 2.949772 -1.763996 1.062576 0.15 0.12 0.21 -0.88
N 3.665085 -2.704887 0.220565 -0.02 0.06 -0.04 -0.14
C 2.905910 -3.914623 -0.002390 0.04 0.04 0.01 -1.08
H 2.697808 -4.384503 0.957766 -0.05 -0.08 0.00 0.34
H 1.949564 -3.729355 -0.517287 -0.02 0.00 -0.01 0.37
H 3.498885 -4.601223 -0.605479 -0.03 -0.08 -0.02 0.35
C 4.025352 -2.056312 -1.024132 0.29 0.06 -0.01 -0.71
C 4.903551 -0.843422 -0.736203 -0.11 -0.16 -0.24 -0.94
H 5.177512 -0.359955 -1.678606 0.01 0.00 0.03 0.48
H 5.828624 -1.181570 -0.236525 -0.02 0.02 -0.06 0.34
H 4.576219 -2.768106 -1.644302 -0.04 0.02 -0.02 0.48
H 3.128245 -1.725369 -1.580051 0.04 -0.02 -0.01 0.31
H 2.701027 -2.258036 2.004421 -0.04 0.02 -0.01 0.48
H 2.011986 -1.425070 0.586095 0.01 -0.02 0.04 0.36
H 3.268315 0.152918 1.964593 0.03 -0.04 0.05 0.55
H 4.732495 -0.870161 1.880809 -0.03 0.03 -0.01 0.39
H 5.739385 1.253618 0.926535 -0.03 0.03 -0.10 0.39
H 5.227345 1.665402 -0.717566 0.03 -0.03 0.05 0.45
H -1.024448 1.369401 2.324063 -0.03 0.00 0.16 0.33
H -3.175439 0.910072 1.864281 -0.15 -0.04 -0.21 0.20
H -5.190081 -0.141770 1.946335 0.03 0.05 0.07 0.37
H -5.689010 1.531443 1.657889 0.08 -0.02 0.07 0.36
H -6.925218 0.714439 -0.406746 -0.07 0.03 0.02 0.29
H -7.602519 0.172144 1.136421 -0.03 0.04 -0.01 0.44
H -5.770368 -1.448184 -0.681477 0.07 -0.04 0.04 0.26
H -6.415297 -2.010404 0.865309 0.07 -0.01 0.02 0.28
H -7.773298 -2.885202 -1.016920 -0.08 -0.09 -0.07 0.37
H -8.738752 -1.782301 -0.033857 -0.13 -0.01 0.03 0.32
H -8.079691 -1.241162 -1.578504 -0.07 0.04 -0.11 0.33
```
Positions in Å, forces in eV/Å.

Values from the calculation:
- energy (eV) = -30742.377
- energy relative to the best compared isomer or geometry (same formula, charge and spin) (eV) = 0.000
- total charge = 0
- M (g mol⁻¹) = 357.50
- LUMO (eV) = 0.7
- HOMO energy (Eh) = -0.2857



Record 3
C20H32BeN5O9S | the ωB97M-V functional and the def2-TZVPD basis

The geometry in XYZ format:
```
68
Properties=species:S:1:pos:R:3:forces:R:3:mulliken_charge:R:1
Be -3.439921 2.681063 3.057646 0.10 -0.26 -0.20 0.68
C -0.629847 0.127302 -1.685445 -0.33 -0.75 0.28 -0.82
C -1.537752 -0.104486 -0.448966 1.29 2.09 -3.19 0.77
O -1.028027 -0.320164 0.642972 -0.64 -0.51 1.38 -0.38
O -2.772393 0.207940 -0.482750 0.54 -0.61 0.92 -0.38
H -0.867310 -0.491506 -2.550774 -0.51 0.02 0.07 0.29
H 0.407222 -0.136008 -1.477486 0.02 -0.09 0.55 0.30
H -0.606346 1.169589 -2.003556 -0.45 0.06 0.24 0.27
O -5.980566 -6.466363 0.165022 0.07 -2.10 0.06 -0.63
C -5.366348 -5.436535 0.279477 0.96 -1.99 0.57 0.76
N -5.973052 -4.348017 -0.012844 -1.52 4.38 -1.06 -0.37
C -3.994438 -5.292875 0.829634 0.92 -0.79 0.85 -1.06
H -5.505871 -3.457726 0.083127 -0.48 -0.06 -0.16 0.18
H -6.923025 -4.445201 -0.341797 0.14 0.38 0.02 0.24
H -4.043704 -4.712062 1.750681 -0.02 0.09 0.05 0.31
H -3.237359 -4.831028 0.195908 -0.28 -0.01 -0.28 0.30
H -3.672913 -6.297234 1.105285 0.20 0.12 -0.07 0.29
O -1.216181 5.619240 -0.129764 1.27 1.68 -0.01 -0.68
C -0.543229 6.682597 -0.253117 -1.34 -3.60 -2.50 0.61
N -0.421410 7.538872 0.694700 0.53 1.86 2.90 -0.34
C 0.057723 7.066074 -1.588542 -0.83 -0.75 0.42 -0.83
H 0.255635 8.286258 0.638788 -0.25 -0.09 0.09 0.22
H -0.753627 7.238458 1.599943 0.05 0.33 0.04 0.24
H 0.876848 6.387115 -1.825523 0.13 0.29 0.01 0.25
H 0.306959 8.126763 -1.618872 0.13 -0.22 -0.30 0.34
H -0.780833 6.793184 -2.229211 0.29 0.42 -0.58 0.25
O -3.041902 -0.156356 6.424269 -0.45 -0.02 -0.60 -0.65
C -2.175597 -0.648382 7.145803 -6.08 2.65 2.45 0.56
N -1.073085 -1.030603 6.720937 5.83 -2.19 -1.31 -0.27
C -2.455490 -0.681731 8.664930 0.21 -0.48 -1.90 -0.84
H -0.879850 -1.051131 5.729818 0.18 0.08 0.23 0.22
H -0.374451 -1.205840 7.428969 0.32 -0.36 -0.69 0.21
H -2.741262 0.356479 8.833890 0.21 -0.27 0.85 0.26
H -1.596239 -1.122573 9.170343 -0.18 0.53 0.54 0.34
H -3.313323 -1.347771 8.757835 -0.04 0.20 0.30 0.26
N -3.648056 -4.988760 -7.870988 -0.02 1.00 -0.96 -0.46
C -2.493514 -4.873876 -7.219772 -1.54 0.97 1.57 -0.17
C -2.486404 -4.373639 -5.877413 -0.65 -0.47 -0.71 -0.29
C -3.703926 -4.065893 -5.261727 -0.72 -0.77 -2.14 -0.18
C -4.926212 -4.137063 -6.044484 2.02 0.69 -0.24 -0.35
C -4.819029 -4.472200 -7.433472 1.54 -1.40 2.53 -0.28
H -1.598818 -5.103789 -7.779285 0.13 -0.28 0.17 0.38
H -1.574025 -4.277682 -5.307542 0.17 -0.03 -0.12 0.34
H -3.688054 -3.820775 -4.210035 -0.35 0.17 0.01 0.40
H -5.827325 -3.818705 -5.541454 -0.30 -0.15 -0.33 0.34
H -5.630979 -4.589009 -8.135974 -0.30 0.27 0.24 0.38
N 5.751946 5.762962 -0.824981 -0.73 -0.13 -2.68 -0.53
C 5.767722 6.214532 -2.164114 -1.15 -3.38 1.63 -0.21
C 5.453967 5.297350 -3.253691 1.22 3.22 2.42 -0.30
C 5.141886 4.022024 -2.925231 -1.24 -0.43 -0.49 -0.20
C 4.994551 3.591619 -1.602003 -0.03 0.23 -1.32 -0.32
C 5.313739 4.473206 -0.593704 1.74 1.16 -0.90 -0.28
H 5.935601 7.265772 -2.346048 0.31 0.00 0.21 0.39
H 5.474514 5.695269 -4.257502 0.02 -0.26 -0.13 0.38
H 4.824207 3.456714 -3.788891 0.12 -0.84 0.24 0.33
H 4.623027 2.584883 -1.480183 0.18 -0.05 0.56 0.36
H 5.478781 4.062032 0.391232 -0.45 0.47 0.44 0.40
C 4.443477 -0.885336 3.066693 -1.97 0.69 0.98 -0.31
C 4.208129 -2.360661 2.941586 0.35 -0.08 0.90 -0.27
O 5.259083 -2.725146 2.134174 3.39 -0.46 -2.35 -0.35
S 6.664537 -1.783624 2.322685 2.34 -2.11 0.61 1.07
O 7.141324 -1.322743 1.027927 -1.38 -0.71 2.12 -0.50
O 7.712086 -2.469612 3.196311 -4.43 2.54 -2.57 -0.51
O 5.825476 -0.613231 3.086338 0.93 -0.59 -0.06 -0.29
H 3.936881 -0.506709 3.954445 0.60 0.22 0.31 0.31
H 3.907700 -0.407190 2.246678 0.62 0.23 -0.43 0.28
H 3.237401 -2.518756 2.471693 0.19 -0.30 -0.19 0.25
H 4.341272 -3.009305 3.807402 -0.64 0.56 0.68 0.30
```
Positions in Å, forces in eV/Å.

Values from the calculation:
- energy (eV) = -58355.191
- total charge = +1
- M (g mol⁻¹) = 527.58
- LUMO (eV) = -9.6
- HOMO energy (Eh) = -0.4054



Record 4
C20H32Br2FIN2O6PS | the ωB97M-V functional and the def2-TZVPD basis

The geometry in XYZ format:
```
66
Properties=species:S:1:pos:R:3:forces:R:3:mulliken_charge:R:1
C 4.205833 1.033493 2.585872 0.31 0.37 -0.55 -0.80
C 3.863963 -0.011360 1.348543 -0.33 0.37 0.13 0.11
C 3.094446 -1.365459 1.883022 -0.02 0.31 0.22 -0.85
C 2.023540 -2.004084 0.817010 0.75 -0.46 -0.46 0.31
C 1.112089 -3.246338 1.442439 1.15 -0.31 -0.49 -0.77
C 0.026803 -3.865332 0.358647 0.82 -0.57 0.82 -0.33
C -1.430851 -3.111625 0.355909 0.42 -0.41 0.38 -0.80
C -1.294353 -1.601602 -0.263705 0.00 3.19 -2.12 1.08
C -1.255973 -0.190834 0.628558 0.31 -0.01 -3.47 0.62
C -1.353645 -0.374476 2.249090 0.01 -1.92 0.12 0.49
F -0.563223 0.577746 3.060175 -1.96 -1.51 -1.92 -0.36
C -2.934053 -0.540380 2.774408 -0.50 0.35 0.07 -0.68
C -4.014742 -0.676542 1.549801 -0.94 -0.15 0.61 -0.61
C -1.164913 1.273058 -0.178145 0.23 -3.10 -2.00 0.64
C -1.122103 2.695837 0.642620 -1.31 -0.09 -2.35 -1.11
Br 0.717877 3.119637 1.419559 -1.44 -0.67 -0.39 -0.03
C -2.350444 2.954419 1.686249 2.08 1.69 1.32 0.40
C -2.026239 4.420056 2.424956 -0.77 -0.80 0.92 -1.00
Br -4.083028 3.228435 0.697083 1.12 -0.56 0.39 -0.16
C -1.070888 1.232937 -1.852915 -0.49 -1.58 3.08 -0.04
C -0.978586 2.623562 -2.775110 0.87 -0.28 1.10 -0.93
C 0.607731 3.069046 -2.750035 3.08 -1.26 2.25 -0.15
N 1.512982 2.503466 -1.873212 -3.97 2.73 -3.84 -0.22
N -1.060263 -0.111173 -2.609659 -0.83 1.85 4.33 0.43
P -0.898660 -0.265779 -4.399253 2.19 -3.05 -2.19 0.07
O -2.438630 0.000002 -5.166862 0.10 0.38 2.30 -0.55
O 0.362384 0.754883 -5.030896 -3.60 0.76 0.02 -0.40
C -1.186747 -1.470637 -1.891330 0.23 1.96 3.15 -1.13
I -1.229375 -3.350425 -3.095216 0.15 2.04 1.22 0.18
H 3.813925 0.656782 3.623406 0.88 0.64 -1.96 0.26
H 5.380053 1.220127 2.604902 -2.54 -0.40 0.27 0.27
H 3.701235 2.081517 2.376474 0.99 -2.09 0.47 0.12
H 4.873477 -0.238385 0.795509 -2.20 0.18 0.95 0.37
H 3.158411 0.545308 0.598896 1.35 -1.13 1.28 -0.12
H 2.511905 -1.054479 2.859259 1.06 -0.63 -1.74 0.24
H 3.928762 -2.131940 2.189794 -1.75 1.22 -0.57 0.23
H 1.385295 -1.136278 0.360661 1.03 -1.61 0.96 -0.19
H 2.633700 -2.475884 -0.094141 -1.34 1.06 1.66 0.22
H 1.894843 -4.126745 1.636632 -1.70 1.87 -0.34 0.40
H 0.647781 -3.003183 2.492155 0.61 -0.34 -1.93 0.21
H -0.127755 -5.003897 0.678033 -0.01 2.43 -0.72 0.37
H 0.574608 -3.895796 -0.674662 -1.19 0.31 1.80 0.17
H -1.810905 -3.130358 1.487580 0.79 0.50 -2.48 0.21
H -2.210583 -3.804959 -0.224321 1.68 1.94 0.92 0.40
H -0.871068 -1.440719 2.492370 -0.76 2.61 -0.75 -0.47
H -3.035248 -1.495873 3.478229 0.48 2.04 -1.60 0.34
H -3.283651 0.372181 3.438792 0.99 -1.71 -1.36 0.40
H -4.097231 0.293337 0.891841 0.45 -2.00 1.25 0.08
H -5.085792 -0.809667 2.058227 2.28 0.24 -1.05 0.35
H -3.835737 -1.629299 0.889229 -0.21 1.99 1.24 0.11
H -1.245511 3.556302 -0.177727 0.33 -2.02 1.86 0.33
H -2.466485 2.189814 2.555576 0.07 1.12 -2.09 0.00
H -1.407330 5.146130 1.747628 -1.25 -1.50 1.36 0.25
H -1.480265 4.178469 3.459514 -0.89 0.67 -2.51 0.28
H -3.064846 4.878015 2.715149 2.06 -0.69 -0.65 0.39
H -1.630276 3.509465 -2.309418 1.41 -2.15 -0.75 0.39
H -1.389708 2.492598 -3.861469 0.94 -0.07 2.09 0.40
H 1.006061 3.907133 -3.481319 -1.31 -1.69 1.26 0.31
H 2.442743 2.962350 -2.020640 -0.95 -0.52 -0.03 0.21
H -3.083600 -0.582621 -4.628867 1.46 1.24 -1.20 0.37
H 0.031216 1.326260 -5.793211 0.52 -0.88 1.29 0.33
O 4.625924 -1.349130 -2.934302 0.03 0.29 0.20 -0.76
S 3.414227 -2.131232 -3.240352 2.02 -0.28 -0.48 1.11
O 3.517342 -2.684410 -4.603016 -0.41 -0.09 -0.41 -0.74
O 2.230090 -1.257268 -3.153204 -1.95 0.78 0.29 -0.51
O 3.283457 -3.234192 -2.270812 -0.63 -0.60 0.84 -0.75
```
Positions in Å, forces in eV/Å.

Values from the calculation:
- energy (eV) = -207535.383
- energy relative to the best compared isomer or geometry (same formula, charge and spin) (eV) = 11.983
- total charge = -1
- M (g mol⁻¹) = 765.24
- LUMO (eV) = 0.0
- HOMO energy (Eh) = -0.1022



- Which formula does entry 2 have?
  C20H31N5O



- Among the records above, which one has the highest energy?
  C20H31N5O



- The highest M belongs to which entry?
  C20H32Br2FIN2O6PS